The following is a quantum chemistry calculation of a structure of composition C6H12N2O2P, from the Open Molecules 2025 dataset.

Structure (XYZ):
```
23
Properties=species:S:1:pos:R:3:forces:R:3:lowdin_charge:R:1
C 2.277936 1.423368 0.934733 -0.224 0.610 0.318 0.00
C 1.022096 1.857284 1.214800 0.721 0.292 0.080 -0.07
C 0.869399 -0.083928 0.231414 -0.240 -0.446 -0.221 -0.06
C 3.261521 -0.590457 -0.143144 0.754 -0.699 -0.159 0.02
C -2.800056 -1.841326 1.082696 -0.759 -0.416 0.470 -0.24
C -1.902960 1.569558 -1.682026 0.079 -0.174 -0.844 -0.07
N 2.159940 0.209287 0.318588 -0.819 0.213 0.039 -0.09
N 0.149949 0.905132 0.758355 -0.331 -0.294 -0.085 -0.17
O -1.825579 -1.084513 0.459868 1.803 4.510 -0.033 -0.38
O -2.086995 1.795262 -0.289709 -0.198 0.122 0.573 -0.40
P -1.638921 1.067191 1.003726 -0.451 -3.832 -0.577 1.19
H 3.231418 1.874212 1.122780 0.139 0.080 0.039 0.14
H 0.694387 2.753693 1.701385 -0.051 0.176 0.076 0.13
H 0.425203 -0.977555 -0.164117 -0.001 -0.199 -0.095 0.15
H 3.979791 0.035415 -0.669435 -0.114 0.016 -0.031 0.11
H 3.767690 -1.061799 0.701623 -0.101 0.054 -0.049 0.11
H 2.900895 -1.367262 -0.814198 -0.018 0.078 0.028 0.11
H -2.324110 -2.687243 1.591927 -0.142 0.023 0.006 0.08
H -3.500884 -2.215846 0.329029 -0.033 -0.047 0.123 0.08
H -3.374306 -1.282352 1.824001 -0.088 -0.035 0.093 0.07
H -1.973469 0.506971 -1.905700 -0.025 -0.027 0.112 0.09
H -0.936855 1.959507 -2.000802 -0.005 0.027 0.091 0.09
H -2.701813 2.107006 -2.188912 0.103 -0.032 0.044 0.10
```
Positions in Å, forces in eV/Å.

The HOMO-LUMO gap is 0.3326 hartree. The total charge is +1. The HOMO energy comes out at -0.4745 Eh. As for the LUMO energy: -3.86 eV. Its electronic energy is -836.9012 Eh. As for the energy above the lowest of the compared OMol25 structures with the same formula, charge and spin: 21.7 kcal per mole.